(1)
13
Properties=species:S:1:pos:R:3:forces:R:3:lowdin_charge:R:1 method="wB97M-V/def2-TZVPD" e_above_lowest_kcal_mol=122.3 gap_ev=8.37 e_tot_ev=-7794.341 homo_ev=-8.04 multiplicity=1
O 2.39736 -1.77906 -0.96791 -0.2 0.2 0.2 -0.005
C 1.66252 -1.10105 -0.27195 0.0 -0.1 0.0 -0.314
C 0.22509 -1.11831 -0.32872 0.0 -0.1 0.0 -0.092
N -0.45797 -0.25130 0.40575 -0.2 0.0 0.0 -0.138
C -1.50923 0.39600 0.76098 0.1 -0.2 -0.1 -0.049
C -0.23417 0.96953 1.19766 0.3 0.2 0.2 -0.067
H 2.07696 -0.38785 0.47830 0.0 -0.1 -0.1 0.117
H -0.32728 -1.80999 -0.95213 0.0 0.1 0.1 0.122
H -0.48379 0.79969 -1.90858 -0.1 0.1 -0.1 0.058
H -2.53999 0.49443 0.46816 0.1 -0.1 0.0 0.109
H -1.06044 1.21217 -1.67255 0.0 0.0 -0.1 0.054
H 0.24559 1.78643 0.64950 -0.1 -0.1 0.0 0.102
H 0.11551 0.82698 2.22101 0.0 0.0 -0.2 0.103

(2)
13
Properties=species:S:1:pos:R:3:forces:R:3:lowdin_charge:R:1 method="wB97M-V/def2-TZVPD" e_above_lowest_kcal_mol=72.9 gap_ev=10.34 e_tot_ev=-7796.483 homo_ev=-9.56 multiplicity=1
C 0.03914 0.04584 -1.81925 0.8 0.9 -0.7 -0.094
C -1.32131 -0.55760 -0.48569 0.4 0.9 1.4 -0.127
C -0.04811 0.39146 -0.34632 0.5 -3.0 0.2 -0.614
C 0.93476 -0.13134 0.70630 2.5 -0.6 -2.2 -0.028
N -1.08094 -0.56240 -1.97126 0.5 -0.6 0.3 0.099
O -0.19662 1.71723 -0.21734 -1.1 2.7 1.0 0.017
H 0.82217 0.42984 -2.58115 -1.5 -1.0 0.9 0.145
H -1.10931 -1.45527 0.12362 -0.1 -0.3 -1.1 0.100
H -2.26772 -0.22440 -0.03600 0.0 0.4 -0.9 0.107
H 0.62809 0.26924 1.67911 0.5 -0.3 0.0 0.084
H 2.07231 0.02252 0.38742 -2.3 0.6 1.1 0.125
H 0.94156 -1.22022 0.62616 -0.4 -0.1 0.7 0.066
H -0.50431 1.87657 0.69642 0.2 0.3 -0.6 0.119